# 1
Below is 2 unconnected molecules or ions with the total composition C3H5NO2, with properties calculated with the ωB97M-V functional and the def2-TZVPD basis.

Its total charge is 0. As for the total energy: -8772.3483 eV. Its gap between HOMO and LUMO (alpha / beta) is 8.68 / 8.68 eV.

CARTESIAN COORDINATES (ANGSTROEM)
O: 0.50917 0.32062 -0.11228
O: 2.40111 0.17325 1.10308
N: -1.59959 0.80076 0.77454
C: -0.45715 1.09799 0.98482
C: 1.70925 -0.19545 0.18874
C: -1.10042 -0.60713 -0.89782
H: 1.98450 -1.00877 -0.50656
H: -1.54613 -1.30147 -0.19923
H: -0.33197 -1.02100 -1.54205
H: 0.21799 1.67686 1.60036
H: -1.78676 0.06433 -1.39359

Cartesian forces (eV/Å) of the 6 atoms listed first:
O 0.18 -0.05 -0.01
O -0.30 -0.17 -0.40
N 0.79 0.17 0.11
C -0.74 -0.07 0.01
C 0.20 0.10 0.25
C -0.13 -0.14 -0.14

Löwdin atomic charge list, values in e, 5 entries: -0.149, 0.066, 0.072, -0.202, -0.371

# 2
Below is 2 unconnected molecules or ions with the total composition C3H5NO2 in a non-equilibrium geometry, with properties calculated with the ωB97M-V functional and the def2-TZVPD basis.

Its total charge is 0. As for the total energy: -8776.0802 eV. As for the SMILES: C=C=O.NC=O. Its gap between HOMO and LUMO is 9.79 eV.

CARTESIAN COORDINATES (ANGSTROEM)
O: -1.23068 0.57720 0.65816
O: 0.89140 0.75993 2.16503
N: -0.19593 0.45451 -1.37043
C: 0.67386 -0.13861 1.45736
C: 0.81204 -1.23415 0.70965
C: -1.13924 0.89346 -0.52304
H: 0.52142 -0.16881 -0.98485
H: -0.17082 0.78319 -2.32002
H: -1.87611 1.58082 -0.95823
H: -0.03007 -1.75652 0.28020
H: 1.74413 -1.75102 0.88618

Cartesian forces (eV/Å) of the 6 atoms listed first:
O -0.23 0.05 -0.48
O -0.17 -0.65 -0.53
N 0.00 0.06 0.02
C 0.69 0.32 0.66
C -0.02 -0.18 0.46
C -0.24 0.01 0.15

Löwdin atomic charge list, values in e, 5 entries: -0.013, 0.165, 0.132, -0.317, -0.038

# 3
Below is a molecular structure, C3H5NO2, with properties calculated with the ωB97M-V functional and the def2-TZVPD basis.

Its total charge is 0. As for the total energy: -8772.6147 eV. Its gap between HOMO and LUMO is 9.92 eV.

CARTESIAN COORDINATES (ANGSTROEM)
O: 0.15178 -0.80588 -1.02019
O: -1.99439 0.78032 1.36553
N: 1.40324 0.65461 0.14277
C: 1.20933 0.00208 -1.02417
C: -0.72343 -0.81260 0.11795
C: -1.40030 0.52719 0.34879
H: -1.48352 -1.56220 -0.12020
H: -0.19353 -1.11091 1.02548
H: 2.14961 1.33751 -0.00953
H: 2.23131 -0.25051 -0.32514
H: -1.35009 1.24038 -0.50129

Cartesian forces (eV/Å) of the 6 atoms listed first:
O 0.12 0.08 -0.13
O 0.27 -0.10 -0.48
N -0.03 0.00 -0.24
C -0.25 0.09 0.15
C -0.04 -0.05 0.18
C -0.23 0.01 0.33

Löwdin atomic charge list, values in e, 5 entries: -0.106, 0.061, 0.084, -0.281, -0.152

# 4
Below is a single C3H5NO2 molecule in a non-equilibrium geometry, with properties calculated with the ωB97M-V functional and the def2-TZVPD basis.

Its total charge is 0. As for the total energy: -8776.4941 eV. As for the SMILES: CN(C=O)C=O. Its gap between HOMO and LUMO is 11.11 eV.

CARTESIAN COORDINATES (ANGSTROEM)
O: 1.45925 1.47888 -1.52492
O: -0.84368 -0.83509 1.71512
N: 0.17911 0.12381 -0.03550
C: -0.03897 -0.02631 1.31602
C: -0.80266 -0.85397 -0.75740
C: 1.12496 1.14147 -0.41949
H: -0.37866 -1.10723 -1.71614
H: 0.53057 0.60753 2.01334
H: 1.58494 1.65664 0.46516
H: -1.02584 -1.80851 -0.22336
H: -1.78904 -0.37722 -0.83282

Cartesian forces (eV/Å) of the 6 atoms listed first:
O -0.64 -0.68 0.42
O 0.14 0.33 0.87
N -0.44 -0.57 0.16
C -0.33 -0.32 0.41
C 0.59 0.68 -0.39
C -0.35 -0.42 -0.35

Löwdin atomic charge list, values in e, 5 entries: 0.060, 0.023, -0.032, -0.330, 0.014

# 5
Below is a single C3H5NO2 molecule, with properties calculated with the ωB97M-V functional and the def2-TZVPD basis.

Its total charge is 0. As for the total energy: -8777.5558 eV. As for the SMILES: CC(=O)C(N)=O. Its gap between HOMO and LUMO is 9.91 eV.

CARTESIAN COORDINATES (ANGSTROEM)
O: 0.64579 1.67119 0.26206
O: -0.14062 -1.68984 -0.22548
N: 2.02021 -0.13952 0.04868
C: -0.35903 -0.50587 -0.07186
C: -1.72579 0.11433 -0.03551
C: 0.82317 0.47813 0.09801
H: -1.98264 0.46584 -1.04191
H: -1.74034 0.97918 0.63239
H: 2.86379 0.39950 0.15674
H: -2.46029 -0.63502 0.25979
H: 2.05573 -1.13792 -0.08292

Cartesian forces (eV/Å) of the 6 atoms listed first:
O 0.00 -0.36 -0.07
O -0.09 0.66 0.09
N 0.00 0.07 0.00
C -0.12 -0.36 -0.04
C -0.06 -0.06 0.04
C 0.21 0.11 0.03

Löwdin atomic charge list, values in e, 5 entries: 0.065, 0.093, 0.177, -0.344, -0.006

# 6
Below is 2 unconnected molecules or ions with the total composition C3H5NO2 in a non-equilibrium geometry, with properties calculated with the ωB97M-V functional and the def2-TZVPD basis.

Its total charge is 0. As for the total energy: -8775.5830 eV. Its gap between HOMO and LUMO is 10.30 eV.

CARTESIAN COORDINATES (ANGSTROEM)
O: -1.32350 -1.47214 0.47104
O: 2.53243 -0.82511 -0.28648
N: 0.04277 0.28283 -0.07003
C: -1.01336 1.30040 -0.06970
C: 2.11503 -1.86237 -0.04786
C: -0.22291 -1.04336 0.20509
H: 0.97701 0.59362 -0.29335
H: -1.12601 1.77948 -1.05264
H: 0.60683 -1.92509 0.21280
H: -0.82500 2.09201 0.66959
H: -1.94995 0.80297 0.18435

Cartesian forces (eV/Å) of the 6 atoms listed first:
O -0.39 0.31 0.02
O -0.09 -0.97 0.17
N 0.11 -0.63 0.08
C -0.06 -0.15 0.04
C 2.67 0.48 -0.52
C -0.52 -0.66 0.19

Löwdin atomic charge list, values in e, 5 entries: 0.014, 0.043, -0.024, -0.069, 0.018

# 7
Below is a single C3H5NO2 molecule in a non-equilibrium geometry, with properties calculated with the ωB97M-V functional and the def2-TZVPD basis.

Its total charge is 0. As for the total energy: -8774.9827 eV. As for the SMILES: [H]/N=C/OC(=C)O. Its gap between HOMO and LUMO is 9.53 eV.

CARTESIAN COORDINATES (ANGSTROEM)
O: 1.24818 0.61588 0.57871
O: -0.74638 -0.28645 -0.16685
N: -2.56095 1.02607 -0.31907
C: 1.25142 -1.59383 0.04975
C: 0.54389 -0.45239 0.14630
C: -1.30819 0.96367 -0.25275
H: 2.09232 0.14659 0.35359
H: 1.91654 -1.79469 0.88634
H: 1.00237 -2.39514 -0.61524
H: -2.85995 1.99473 -0.40578
H: -0.57926 1.77557 -0.25500

Cartesian forces (eV/Å) of the 6 atoms listed first:
O 0.24 -0.29 0.08
O 0.08 -0.02 -0.19
N 0.46 0.07 -0.04
C -0.75 -0.62 0.08
C 0.17 -0.57 -0.19
C -0.20 0.13 -0.07

Löwdin atomic charge list, values in e, 5 entries: 0.059, 0.069, 0.133, 0.040, -0.486

# 8
Below is 3 unconnected molecules or ions with the total composition C3H5NO2 in a non-equilibrium geometry, with properties calculated with the ωB97M-V functional and the def2-TZVPD basis.

Its total charge is 0. As for the total energy: -8775.0814 eV. Its gap between HOMO and LUMO is 9.68 eV.

CARTESIAN COORDINATES (ANGSTROEM)
O: 0.62113 0.11547 -0.61421
O: 1.62426 -1.21168 0.88145
N: -0.02547 0.27790 1.44713
C: -0.30759 1.11547 -0.60860
C: -0.72271 1.20962 0.69254
C: 0.77594 -0.27913 0.63828
H: 1.46469 -1.76737 1.63762
H: -0.22456 1.80116 -1.53113
H: -1.46785 1.84048 1.08826
H: -0.96881 -1.24552 -2.08485
H: -0.76902 -1.85641 -1.54648

Cartesian forces (eV/Å) of the 6 atoms listed first:
O 1.75 -0.19 -1.14
O 2.23 -1.47 -1.03
N -1.12 0.91 1.54
C 0.36 1.55 -0.31
C 0.69 -0.53 -1.52
C -1.92 0.62 -0.28

Löwdin atomic charge list, values in e, 5 entries: 0.007, 0.174, 0.138, -0.121, -0.106

# 9
Below is a molecular structure, C3H5NO2 in a non-equilibrium geometry, with properties calculated with the ωB97M-V functional and the def2-TZVPD basis.

Its total charge is 0. As for the total energy: -8770.3278 eV. The expectation value of S² is 2.02. The spin multiplicity is 3. Its gap between HOMO and LUMO (alpha / beta) is 8.72 / 7.38 eV.

CARTESIAN COORDINATES (ANGSTROEM)
O: 1.40953 2.51780 1.45570
O: 0.97068 -1.51946 0.25213
N: 0.16580 -0.72089 -0.27319
C: -1.01757 -1.08963 -0.93088
C: 1.28303 1.37453 1.04606
C: 0.22987 1.08638 0.21581
H: 1.75136 0.45118 1.36461
H: -0.88891 1.29950 -0.05125
H: -0.88753 -2.11901 -1.31068
H: -1.18697 -0.31721 -1.63970
H: -1.82929 -0.96318 -0.12861

Cartesian forces (eV/Å) of the 6 atoms listed first:
O 1.05 0.75 0.71
O -0.28 0.05 0.20
N 2.73 3.85 1.20
C -1.44 -0.41 1.92
C -1.05 0.28 0.40
C -4.42 -5.21 -3.13

Löwdin atomic charge list, values in e, 5 entries: 0.057, -0.060, -0.299, -0.093, -0.340

# 10
Below is a gas-phase ion, C3H5NO2 (charge +1) in a non-equilibrium geometry, with properties calculated with the ωB97M-V functional and the def2-TZVPD basis.

Its total charge is +1. As for the total energy: -8765.5678 eV. The expectation value of S² is 0.77. The spin multiplicity is 2. Its gap between HOMO and LUMO (alpha / beta) is 11.02 / 5.90 eV.

CARTESIAN COORDINATES (ANGSTROEM)
O: -1.95255 -0.18591 -0.96008
O: 0.45007 -0.32007 2.48599
N: -0.57475 0.83216 0.59033
C: -0.80601 -0.10208 -0.49774
C: 0.37563 -0.67054 -1.16617
C: 0.38461 0.42752 1.49691
H: 1.34674 1.18362 1.35633
H: 1.28323 -0.78010 -0.47022
H: 0.21969 -1.69082 -1.50240
H: -1.35550 1.39186 0.78150
H: 0.62884 -0.08564 -2.11446

Cartesian forces (eV/Å) of the 6 atoms listed first:
O 1.65 0.44 1.52
O -1.38 2.24 -4.51
N -1.06 -3.54 -3.28
C -0.83 1.49 -0.82
C 2.28 -0.88 -0.12
C 4.83 0.47 5.80

Löwdin atomic charge list, values in e, 5 entries: 0.328, 0.171, 0.220, -0.321, 0.045

# 11
Below is a gas-phase ion, C3H5NO2P (charge -1) in a non-equilibrium geometry, with properties calculated with the ωB97M-V functional and the def2-TZVPD basis.

Its total charge is -1. As for the total energy: -18065.0520 eV. As for the SMILES: O=C([O-])[C@@H]1CN1P. Its gap between HOMO and LUMO is 8.11 eV.

CARTESIAN COORDINATES (ANGSTROEM)
P: -0.94913 0.22014 -1.19395
O: 3.57845 -0.25521 -0.27445
O: 2.64504 -1.73101 1.14962
N: -0.05455 -0.52240 0.05109
C: 1.32738 0.10795 0.26579
C: 2.67683 -0.76197 0.42911
C: 0.17112 0.18248 1.25235
H: -0.38357 1.06975 1.32891
H: 0.23658 -0.51504 2.27919
H: 1.67875 1.04162 -0.09398
H: -0.57279 -0.79562 -2.09304
H: -2.33805 -0.19885 -0.86129

Cartesian forces (eV/Å) of the 6 atoms listed first:
P -0.60 0.40 0.04
O 0.20 -0.09 0.19
O 0.04 -1.68 1.33
N 1.39 -0.40 -0.67
C -0.60 -1.28 2.02
C -1.25 1.76 -1.50

Löwdin atomic charge list, values in e, 5 entries: 0.720, -0.098, -0.035, -0.403, -0.216

# 12
Below is a gas-phase ion, C3H5NO2P (charge -1) in a non-equilibrium geometry, with properties calculated with the ωB97M-V functional and the def2-TZVPD basis.

Its total charge is -1. As for the total energy: -18064.9798 eV. As for the SMILES: [H]/N=C(\CP)C(=O)[O-]. Its gap between HOMO and LUMO is 8.68 eV.

CARTESIAN COORDINATES (ANGSTROEM)
P: 1.09303 1.20365 -0.42706
O: -2.81482 0.16930 0.92363
O: -1.31410 1.14357 -0.41457
N: -0.91078 -1.71793 -0.99285
C: -1.74190 0.19978 0.31036
C: 0.99458 -0.39649 0.37747
C: -0.76284 -0.87313 -0.06133
H: 1.26222 -0.41139 1.37196
H: 0.41400 2.17462 0.45963
H: -0.06592 -2.12905 -1.35971
H: 1.44191 -1.06781 -0.30572
H: 2.40460 1.70487 0.11818

Cartesian forces (eV/Å) of the 6 atoms listed first:
P 0.68 2.93 0.23
O 0.96 -0.84 0.51
O -0.26 0.23 0.33
N -0.97 0.35 0.78
C -1.79 1.02 -1.29
C -4.47 -0.05 -2.27

Löwdin atomic charge list, values in e, 5 entries: 0.692, -0.030, -0.197, 0.093, -0.723